A cluster of 9 separate species, C28H33BClF8NO27P in total at a distorted geometry, computed with ωB97M-V/def2-TZVPD.

CARTESIAN COORDINATES (ANGSTROEM)
1 C -0.0798 2.5684 2.8332
2 C -0.8565 3.6868 2.1716
3 C -1.6804 3.3451 0.9221
4 Cl -1.5854 1.5978 0.4541
5 P -3.4788 3.8446 0.9736
6 B -4.2770 2.7563 2.3087
7 N -3.9558 1.4079 2.6977
8 O -5.3683 3.3522 2.9389
9 C -3.4425 5.5986 1.8546
10 O -3.1022 5.5948 3.0487
11 O -3.8504 6.4886 1.1116
12 H 0.5621 2.9915 3.5996
13 H -0.7446 1.8571 3.3093
14 H 0.5514 2.0352 2.1326
15 H -0.1452 4.4555 1.8767
16 H -1.5165 4.1496 2.8940
17 H -1.2708 3.8549 0.0627
18 H -3.8431 0.7525 1.9366
19 H -4.6764 1.0667 3.3240
20 H -6.1011 2.7308 2.8817
21 C -2.3810 -3.0687 -0.4884
22 C -2.2953 -2.9397 -1.9994
23 O -3.3568 -2.0639 -2.2919
24 C -3.5877 -1.2836 -1.1838
25 O -4.2356 -0.3002 -1.1803
26 O -2.9420 -1.8117 -0.1192
27 F -2.4994 -4.1231 -2.6350
28 H -3.0678 -3.8737 -0.2215
29 H -1.4254 -3.2138 0.0050
30 H -1.3634 -2.5076 -2.3687
31 C 3.4403 2.3123 -0.4720
32 C 2.9784 1.3607 -1.5609
33 O 2.8113 0.1499 -0.8461
34 C 2.5447 0.4522 0.4609
35 O 2.1335 -0.3221 1.2531
36 O 2.8183 1.7520 0.6882
37 F 3.9058 1.1508 -2.5216
38 H 4.5250 2.2621 -0.3668
39 H 3.1213 3.3395 -0.6121
40 H 2.0332 1.6282 -2.0345
41 C 7.8413 -0.3659 -5.1593
42 C 7.1785 -0.2898 -3.7948
43 O 6.8642 1.0800 -3.6829
44 C 6.7034 1.5931 -4.9298
45 O 6.1929 2.6338 -5.1745
46 O 7.1857 0.7225 -5.8410
47 F 7.9788 -0.6480 -2.7635
48 H 8.9091 -0.1837 -5.1207
49 H 7.6477 -1.3021 -5.6741
50 H 6.2527 -0.8562 -3.7118
51 C -8.4394 1.6035 5.2375
52 C -8.5181 1.5269 3.7330
53 O -7.2624 0.9634 3.4399
54 C -6.8489 0.2043 4.5039
55 O -5.9052 -0.5102 4.4865
56 O -7.6415 0.4578 5.5688
57 F -8.5628 2.7523 3.1621
58 H -7.8985 2.5013 5.5220
59 H -9.4030 1.5654 5.7346
60 H -9.3298 0.9260 3.3198
61 C 12.1381 -2.6755 -1.7453
62 C 12.7811 -1.3317 -1.4477
63 O 12.4247 -0.5727 -2.5856
64 C 11.2775 -1.0886 -3.1051
65 O 10.5936 -0.5509 -3.9064
66 O 11.0256 -2.2959 -2.5568
67 F 14.1291 -1.4065 -1.3598
68 H 12.8211 -3.2959 -2.3270
69 H 11.7958 -3.2127 -0.8672
70 H 12.4031 -0.8303 -0.5558
71 C 3.0486 -2.4617 -1.5634
72 C 2.4258 -2.4845 -2.9486
73 O 3.5656 -2.4247 -3.7895
74 C 4.6286 -2.9345 -3.1137
75 O 5.6815 -3.1879 -3.5996
76 O 4.3215 -3.0767 -1.8101
77 F 1.6340 -1.4175 -3.1886
78 H 3.1959 -1.4327 -1.2292
79 H 2.4991 -3.0254 -0.8169
80 H 1.8642 -3.3902 -3.1835
81 C -3.4342 -7.6155 -3.1047
82 C -3.4878 -8.9885 -2.4586
83 O -2.2843 -9.0193 -1.7198
84 C -1.9267 -7.7353 -1.4234
85 O -1.0995 -7.4280 -0.6364
86 O -2.6648 -6.8756 -2.1570
87 F -3.4867 -9.9945 -3.3645
88 H -2.8986 -7.6640 -4.0537
89 H -4.4031 -7.1483 -3.2466
90 H -4.3263 -9.1405 -1.7772
91 C -6.1942 5.8554 4.3030
92 C -7.6183 6.1988 3.8951
93 O -8.3892 5.3374 4.7311
94 C -7.6648 5.0704 5.8441
95 O -8.0998 4.5352 6.8168
96 O -6.3953 5.4587 5.6822
97 F -7.8966 5.9179 2.6074
98 H -5.8086 5.0095 3.7258
99 H -5.4978 6.6842 4.2513
100 H -7.9187 7.2299 4.0926

Values from the calculation:
Charge = -1
Calculated total energy = -4798.588326 hartree
E_HOMO = -4.1 eV
Maximum force = 1.33 eV Å⁻¹
2S+1 = 1